Entry 1:
Below is 2 unconnected molecules or ions with the total composition C23H22F2O3 in a non-equilibrium geometry, with properties calculated with ωB97M-V/def2-TZVPD.

```
50
Properties=species:S:1:pos:R:3:mulliken_charge:R:1
C 3.076 2.902 -0.637 -1.26
C 3.007 1.405 -0.676 -0.12
O 2.406 0.987 0.568 -0.27
C 2.339 -0.364 0.614 0.17
C 1.733 -0.821 1.840 0.61
C 1.533 -2.228 2.120 0.39
O 2.006 -3.194 1.538 -0.71
C 0.619 -2.303 3.356 -0.63
C 0.580 -0.884 3.938 -0.55
C 1.104 0.065 2.836 -0.60
O 2.767 -1.067 -0.296 -0.70
H 3.530 3.281 -1.559 0.40
H 2.064 3.315 -0.548 0.31
H 3.683 3.232 0.212 0.27
H 2.385 1.046 -1.505 0.32
H 4.006 0.958 -0.773 0.28
H -0.384 -2.618 3.024 0.24
H 0.994 -3.055 4.057 0.28
H -0.424 -0.608 4.274 0.32
H 1.249 -0.837 4.804 0.28
H 1.809 0.800 3.241 0.11
H 0.276 0.638 2.389 0.23
F 9.061 -4.073 -0.762 -0.32
C 7.765 -3.738 -0.445 0.25
C 6.754 -4.621 -0.825 -0.50
C 5.437 -4.272 -0.481 -0.69
C 5.174 -3.098 0.207 -0.16
C 6.207 -2.195 0.587 0.84
C 5.921 -0.981 1.300 0.08
C 6.881 -0.061 1.737 -0.29
C 6.585 1.090 2.470 -0.52
C 7.540 2.054 2.939 1.09
C 8.928 1.931 2.643 -0.74
C 9.805 2.902 3.119 0.38
F 11.144 2.771 2.830 -0.31
C 9.407 4.004 3.874 -0.58
C 8.042 4.125 4.172 -0.42
C 7.131 3.177 3.719 -0.64
C 7.542 -2.548 0.235 -0.81
H 6.978 -5.538 -1.360 0.45
H 4.609 -4.927 -0.753 0.45
H 4.147 -2.831 0.462 0.33
H 4.870 -0.775 1.519 0.22
H 7.928 -0.257 1.493 -0.05
H 5.534 1.266 2.716 0.51
H 9.301 1.096 2.054 0.44
H 10.132 4.740 4.219 0.43
H 7.691 4.970 4.767 0.38
H 6.069 3.273 3.951 0.39
H 8.375 -1.899 0.496 0.43
```

HOMO in eV: -6.15
E in Eh: -1314.9703
ΔE to the lowest compared entry with this formula, charge and spin in kJ/mol: 167.76
Multiplicity: 1
M in g mol⁻¹: 384.4



Entry 2:
Below is 15 unconnected molecules or ions with the total composition C24H78O27 in a non-equilibrium geometry, with properties calculated with ωB97M-V/def2-TZVPD.

```
129
Properties=species:S:1:pos:R:3:mulliken_charge:R:1
C -3.528 3.548 3.694 -0.45
C -4.289 3.987 2.467 -0.44
O -3.396 4.295 1.416 -0.50
O -2.696 2.429 3.256 -0.07
H -4.091 3.158 4.542 0.37
H -2.912 4.358 4.071 0.28
H -4.904 4.819 2.788 0.36
H -4.948 3.180 2.123 0.20
H -3.483 3.690 0.662 0.40
H -2.076 2.664 2.561 -0.01
C -2.774 -0.924 5.263 -0.27
C -4.051 -0.808 4.466 -0.48
O -3.838 -0.132 3.219 -0.40
O -2.293 0.411 5.573 -0.56
H -1.991 -1.422 4.669 0.09
H -2.896 -1.477 6.199 0.38
H -4.770 -0.325 5.128 0.27
H -4.456 -1.767 4.134 0.40
H -3.526 0.758 3.384 0.07
H -2.022 0.833 4.740 0.29
C 1.434 4.698 1.894 -0.74
C 0.108 4.225 1.629 -0.14
O -0.039 2.837 1.925 -0.57
O 2.453 3.844 1.293 -0.12
H 1.649 4.814 2.947 0.29
H 1.511 5.671 1.402 0.40
H -0.124 4.374 0.588 0.16
H -0.677 4.773 2.181 0.32
H 0.714 2.459 1.435 0.15
H 2.921 4.294 0.627 0.12
C 3.549 0.949 -3.157 2.32
C 4.277 1.778 -4.140 -0.56
O 3.316 2.719 -4.770 -0.58
O 4.496 0.106 -2.550 -0.77
H 2.622 0.454 -3.555 -0.80
H 3.203 1.641 -2.339 -0.84
H 4.631 1.286 -5.028 0.34
H 5.097 2.311 -3.599 0.26
H 3.097 3.358 -4.115 0.31
H 4.048 -0.776 -2.454 0.51
C 1.743 -2.529 -4.347 -0.56
C 2.303 -3.209 -3.187 -0.41
O 2.620 -2.201 -2.243 -0.15
O 0.545 -1.799 -3.953 -0.63
H 1.414 -3.245 -5.061 0.51
H 2.453 -1.828 -4.805 0.23
H 3.260 -3.826 -3.394 0.35
H 1.618 -3.979 -2.767 0.28
H 2.856 -2.719 -1.432 0.03
H 0.325 -1.241 -4.721 0.17
C 3.394 -4.072 2.638 -0.81
C 2.918 -3.324 1.427 0.46
O 2.416 -4.046 0.285 -0.53
O 2.279 -4.755 3.211 -0.44
H 3.685 -3.341 3.434 0.28
H 4.289 -4.689 2.366 0.32
H 3.766 -2.692 1.066 0.27
H 2.150 -2.682 1.834 -0.17
H 1.549 -4.452 0.407 0.48
H 2.171 -5.607 2.778 0.29
C -0.124 2.015 -5.359 -0.79
C -0.569 2.272 -3.986 0.49
O 0.437 2.827 -3.187 -0.53
O 0.946 1.019 -5.365 -0.51
H 0.276 2.899 -5.879 0.35
H -0.872 1.680 -6.040 0.42
H -1.069 1.415 -3.558 -0.23
H -1.318 3.099 -4.076 0.23
H 0.623 2.298 -2.420 0.03
H 1.702 1.522 -4.968 0.16
C -0.654 -5.069 2.599 -1.33
C -0.820 -3.717 3.342 -0.25
O -1.566 -2.757 2.668 0.64
O 0.009 -4.876 1.326 -0.51
H -1.578 -5.537 2.417 0.46
H -0.087 -5.675 3.252 0.56
H 0.155 -3.292 3.530 0.45
H -1.379 -4.025 4.256 0.29
H -1.036 -1.979 2.486 -0.27
H -0.661 -4.547 0.717 0.22
C -4.445 0.784 -2.466 -0.62
C -3.917 2.064 -1.838 -0.48
O -4.135 2.190 -0.439 -0.58
O -3.763 -0.369 -2.078 -0.57
H -4.317 0.927 -3.571 0.41
H -5.511 0.713 -2.221 0.26
H -4.426 2.887 -2.378 0.53
H -2.870 2.124 -2.183 0.12
H -3.654 1.395 -0.055 0.48
H -3.636 -0.383 -1.088 0.26
C 5.651 3.282 -0.248 -0.13
C 5.689 3.258 1.253 -0.63
O 4.873 2.239 1.859 -0.58
O 4.335 3.654 -0.680 -0.64
H 5.946 2.268 -0.524 0.13
H 6.347 4.052 -0.651 0.47
H 5.346 4.215 1.634 0.21
H 6.726 3.122 1.527 0.46
H 3.982 2.620 1.821 0.38
H 3.813 2.804 -0.638 0.19
C 0.402 0.348 -0.920 1.56
C 0.556 -0.689 0.119 -1.04
O -0.196 -0.459 1.305 -0.06
O 1.029 1.570 -0.512 0.20
H -0.671 0.580 -1.103 -0.30
H 0.955 -0.005 -1.824 -0.45
H 1.579 -0.910 0.454 -0.07
H 0.132 -1.586 -0.276 0.54
H -0.014 0.421 1.608 -0.12
H 1.912 1.358 -0.239 -0.09
C -4.355 -3.724 0.148 -0.13
C -3.432 -4.668 -0.543 -0.49
O -2.072 -4.168 -0.725 -0.45
O -4.053 -3.492 1.540 -0.48
H -5.342 -4.190 0.192 0.45
H -4.437 -2.820 -0.496 -0.02
H -3.950 -4.980 -1.497 0.33
H -3.277 -5.581 0.003 0.32
H -2.076 -3.318 -1.230 0.37
H -3.128 -3.154 1.607 0.16
O -3.033 -0.196 0.524 0.57
H -2.163 -0.140 0.908 -0.32
H -3.594 -0.471 1.277 0.07
O 3.631 0.602 0.066 -0.55
H 4.147 0.675 0.853 0.23
H 4.391 0.347 -0.538 0.28
O -1.528 -2.078 -2.234 -0.55
H -2.219 -1.456 -2.516 0.23
H -0.744 -2.082 -2.843 0.29
```

HOMO in eV: -9.48
E in Eh: -2992.5803
ΔE to the lowest compared entry with this formula, charge and spin in kJ/mol: 0.00
Multiplicity: 1
M in g mol⁻¹: 798.9



Entry 3:
Below is a single C3H6N2 molecule in a non-equilibrium geometry, with properties calculated with ωB97M-V/def2-TZVPD.

```
11
Properties=species:S:1:pos:R:3:mulliken_charge:R:1
C 1.815 0.290 -0.015 -0.40
N 0.922 -0.666 0.123 -0.44
N -0.215 -0.215 -0.463 -0.01
C -1.472 -0.523 0.091 -0.30
C -0.998 0.895 0.088 -0.81
H 1.416 1.181 -0.182 0.41
H 2.818 -0.186 0.348 0.26
H -1.485 -0.660 1.204 0.24
H -2.092 -0.946 -0.560 0.35
H -1.093 1.769 -0.484 0.31
H -0.592 1.041 1.074 0.39
```

HOMO in eV: -9.07
E in Eh: -227.2598
ΔE to the lowest compared entry with this formula, charge and spin in kJ/mol: 433.30
Multiplicity: 1
M in g mol⁻¹: 70.1
Structure (SMILES): C=NN1CC1



Entry 4:
Below is a single CO4S2 molecule in a non-equilibrium geometry, with properties calculated with ωB97M-V/def2-TZVPD.

```
7
Properties=species:S:1:pos:R:3:mulliken_charge:R:1
C 1.469 -0.708 0.483 0.13
O 1.483 1.982 0.134 -0.41
O 1.126 -1.638 -0.115 -0.20
O -2.015 -1.154 -0.699 -0.34
O -0.682 0.743 0.323 -0.28
S 0.729 0.933 -0.421 0.62
S -2.110 -0.158 0.294 0.50
```

HOMO (alpha / beta) in eV: -8.45 / -9.37
E in Eh: -1135.3026
ΔE to the lowest compared entry with this formula, charge and spin in kJ/mol: 342.47
Multiplicity: 1
M in g mol⁻¹: 140.1



Entry 5:
Below is a molecular structure, BrH2OZn in a non-equilibrium geometry, with properties calculated with ωB97M-V/def2-TZVPD.

```
5
Properties=species:S:1:pos:R:3:mulliken_charge:R:1
Zn -1.668 -4.407 -1.100 0.93
Br -1.371 -1.488 0.569 0.08
O 1.153 2.104 -0.160 -0.61
H 0.675 1.287 -0.017 0.27
H 1.212 2.503 0.708 0.33
```

Net charge: +1
HOMO in eV: -13.81
E in Eh: -4429.3466
ΔE to the lowest compared entry with this formula, charge and spin in kJ/mol: 234.82
Multiplicity: 1
M in g mol⁻¹: 163.3



Entry 6:
Below is 2 unconnected molecules or ions with the total composition C5H13NO2 in a non-equilibrium geometry, with properties calculated with ωB97M-V/def2-TZVPD.

```
21
Properties=species:S:1:pos:R:3:mulliken_charge:R:1
C -2.022 1.210 1.896 -0.98
C -1.019 1.417 0.879 0.63
O -0.854 2.476 0.368 -0.60
N -0.224 0.385 0.439 -0.15
C 0.880 0.516 -0.551 0.44
C 0.325 0.181 -1.981 -1.34
C 2.184 -0.222 -0.190 -1.49
H -1.560 1.181 2.960 0.22
H -2.837 1.964 1.753 0.28
H -2.906 0.515 1.816 0.33
H -0.476 -0.586 0.699 0.25
H 1.141 1.607 -0.529 0.24
H 1.022 -0.159 -2.686 0.44
H -0.529 -0.510 -1.981 0.31
H -0.106 1.128 -2.412 0.33
H 2.336 -0.249 0.836 0.44
H 2.993 0.300 -0.734 0.36
H 2.235 -1.242 -0.488 0.32
O -0.091 -3.263 0.391 -0.60
H -0.743 -3.723 0.026 0.29
H 0.249 -2.926 -0.511 0.29
```

HOMO in eV: -9.28
E in Eh: -403.5036
ΔE to the lowest compared entry with this formula, charge and spin in kJ/mol: 191.74
Multiplicity: 1
M in g mol⁻¹: 119.2
Structure (SMILES): CC(=O)NC(C)C.O



Which of these has the lowest E?
BrH2OZn



Look up the ΔE to the lowest compared entry with this formula, charge and spin of the fourth one.
342.47 kJ/mol



E of number 6 (C5H13NO2)?
-403.5036 Eh